[1]
{"formula": "C22H23ClN2O3", "method": "ωB97M-V/def2-TZVPD", "multiplicity": 1, "homo_energy_ev": -8.78, "total_charge": 0, "gap_ev": 9.4687, "relative_energy_kj_mol": 18.5, "smiles": "O=C(c1ccc2oc(Cc3ccc(Cl)cc3)nc2c1)N1CCCC[C@@H]1CCO", "species": ["Cl", "O", "O", "O", "N", "N", "C", "C", "C", "C", "C", "C", "C", "C", "C", "C", "C", "C", "C", "C", "C", "C", "C", "C", "C", "C", "C", "C", "H", "H", "H", "H", "H", "H", "H", "H", "H", "H", "H", "H", "H", "H", "H", "H", "H", "H", "H", "H", "H", "H", "H"], "coordinates": [[-4.836, -4.549, 3.330], [3.203, 2.992, -1.175], [1.014, 6.104, -4.956], [1.454, -2.128, 1.916], [0.999, 3.102, -1.653], [0.994, -2.284, -0.266], [1.449, 0.136, -0.810], [1.347, -0.980, 0.006], [-1.165, 3.871, -0.829], [-0.878, -4.817, 2.983], [2.073, 2.551, -1.049], [-3.228, -4.491, 2.696], [-3.021, -4.069, 1.392], [1.076, -2.898, 0.863], [1.834, 1.326, -0.212], [1.628, 4.831, -4.957], [0.907, 3.911, -3.975], [0.372, 5.451, -1.995], [-0.653, -4.405, 1.678], [-0.372, 2.708, -1.427], [-1.088, 5.077, -1.757], [-2.163, -4.866, 3.497], [0.745, -4.325, 1.111], [-1.734, -4.028, 0.890], [2.129, 1.394, 1.154], [1.195, 4.266, -2.508], [2.027, 0.291, 1.981], [1.632, -0.891, 1.384], [1.251, 2.891, -4.159], [-1.576, 4.842, -2.704], [-0.398, 1.851, -0.754], [1.574, 4.392, -5.964], [1.489, 6.682, -5.561], [1.463, -4.747, 1.815], [-0.741, 4.128, 0.144], [0.799, -4.856, 0.160], [-0.047, -5.105, 3.609], [2.251, 0.344, 3.034], [0.808, 5.793, -1.054], [-0.822, 2.413, -2.382], [-1.558, -3.694, -0.122], [0.440, 6.257, -2.723], [2.687, 4.915, -4.674], [-1.615, 5.926, -1.316], [-0.161, 3.964, -4.184], [2.260, 4.510, -2.423], [1.244, 0.071, -1.866], [-3.860, -3.777, 0.779], [2.450, 2.339, 1.563], [-2.336, -5.190, 4.511], [-2.201, 3.562, -0.679]], "forces_ev_per_angstrom": [[-0.19, -0.01, 0.07], [0.29, 0.03, 0.10], [-0.16, 0.38, -0.01], [0.04, -0.19, 0.42], [-0.07, 0.09, -0.10], [-0.12, -0.71, -0.21], [0.04, -0.05, 0.23], [0.24, 0.40, 1.02], [-0.07, -0.09, -0.31], [-0.02, 0.01, -0.13], [0.04, -0.17, 0.08], [0.23, 0.00, -0.05], [-0.05, -0.01, 0.05], [0.10, 0.04, -0.70], [0.21, -0.13, 0.04], [0.09, -0.53, -0.12], [0.29, 0.41, 0.00], [-0.08, -0.04, -0.11], [-0.06, -0.13, 0.10], [-0.41, -0.02, 0.38], [0.14, 0.03, 0.26], [-0.14, 0.02, 0.00], [-0.05, 0.18, 0.21], [0.03, -0.07, 0.10], [-0.05, 0.06, -0.15], [0.31, 0.28, -0.23], [-0.06, -0.36, 0.21], [-0.08, 0.62, -1.12], [-0.03, -0.03, -0.02], [-0.10, 0.01, -0.05], [-0.03, 0.10, -0.19], [0.06, 0.02, 0.14], [-0.03, -0.04, 0.04], [0.00, -0.06, -0.07], [0.00, -0.03, 0.08], [0.10, 0.06, 0.06], [0.10, -0.03, 0.06], [0.03, 0.05, 0.12], [0.04, 0.03, 0.03], [-0.04, -0.07, 0.04], [-0.01, 0.05, -0.13], [0.06, 0.03, 0.09], [-0.07, -0.06, -0.03], [-0.05, 0.02, -0.08], [-0.09, -0.12, -0.10], [-0.24, -0.05, -0.04], [-0.05, 0.01, -0.16], [-0.09, 0.02, -0.03], [0.06, 0.08, 0.05], [-0.05, -0.02, 0.08], [-0.02, -0.03, 0.05]], "lowdin_charge": [0.669, 0.071, -0.069, 0.139, -0.011, 0.202, 0.046, -0.196, -0.166, -0.030, -0.421, -0.677, -0.096, -0.327, -0.151, -0.259, -0.118, -0.131, -0.221, -0.144, -0.192, -0.100, -0.049, -0.027, -0.012, -0.268, 0.019, -0.187, 0.127, 0.108, 0.116, 0.116, 0.091, 0.127, 0.118, 0.133, 0.116, 0.118, 0.123, 0.129, 0.119, 0.104, 0.123, 0.111, 0.112, 0.142, 0.131, 0.105, 0.122, 0.105, 0.112]}



[2]
{"formula": "C5H11N3O", "method": "ωB97M-V/def2-TZVPD", "multiplicity": 1, "homo_energy_ev": [-7.82, -7.82], "total_charge": 0, "gap_ev": [7.9075, 7.9068], "relative_energy_kj_mol": 801.7, "smiles": "[H]/N=C(/C)O.C=C1CN1N", "species": ["O", "N", "N", "N", "C", "C", "C", "C", "C", "H", "H", "H", "H", "H", "H", "H", "H", "H", "H", "H"], "coordinates": [[-1.487, 1.204, -0.658], [0.677, -0.286, 0.164], [-1.780, -0.589, 1.126], [0.936, -1.180, 1.221], [1.341, 2.000, 1.112], [1.025, 1.108, 0.196], [-1.541, -1.398, -1.157], [-1.325, -0.434, -0.032], [1.366, 0.352, -0.997], [1.216, -0.590, 2.006], [-0.980, -2.313, -0.951], [0.756, 0.421, -1.885], [-2.599, -1.639, -1.227], [-1.186, -1.002, -2.106], [1.544, -1.970, 1.044], [0.629, 2.525, 1.731], [2.324, 2.371, 1.360], [-1.568, 0.144, 1.795], [-1.736, 1.253, -1.590], [2.388, 0.023, -1.152]], "forces_ev_per_angstrom": [[0.89, -1.91, 1.16], [-3.42, 1.42, -1.30], [0.71, -0.19, -0.53], [0.41, 1.21, 0.38], [0.12, 1.36, 1.31], [0.86, -2.45, -0.32], [0.62, 0.00, 0.04], [-2.45, 2.13, -0.48], [2.34, -1.09, 1.04], [0.38, -0.52, -0.04], [-0.12, -0.02, 0.05], [-0.22, 0.01, 0.14], [0.00, 0.07, 0.01], [-0.06, 0.03, -0.03], [0.20, 0.47, -0.46], [-0.54, -1.32, 0.97], [0.35, 0.92, -1.65], [-0.32, 0.18, -0.19], [0.04, -0.48, 0.11], [0.20, 0.18, -0.21]], "lowdin_charge": [-0.166, -0.164, 0.107, 0.100, 0.041, -0.256, -0.046, -0.432, -0.007, 0.089, 0.080, 0.103, 0.087, 0.064, 0.096, 0.060, 0.055, 0.058, 0.021, 0.110]}



[3]
{"formula": "HIN4", "method": "ωB97M-V/def2-TZVPD", "multiplicity": 1, "homo_energy_ev": [-9.29, -9.33], "total_charge": 0, "gap_ev": [7.8909, 7.8824], "relative_energy_kj_mol": 512.8, "species": ["I", "N", "N", "N", "N", "H"], "coordinates": [[0.182, -1.452, 2.120], [0.480, 0.454, -0.818], [1.097, -0.443, -1.003], [-0.598, -1.459, 0.414], [-0.110, 1.435, -0.672], [-1.051, 1.465, -0.041]], "forces_ev_per_angstrom": [[0.56, -0.07, 1.30], [1.03, -2.60, -0.13], [2.14, -2.17, -0.89], [-1.14, -0.47, -0.67], [-5.70, 6.08, 2.36], [3.11, -0.77, -1.98]], "lowdin_charge": [0.741, -0.438, 0.147, -0.671, 0.067, 0.155]}



[4]
{"formula": "C2H6NOS", "method": "ωB97M-V/def2-TZVPD", "multiplicity": 1, "homo_energy_ev": -14.90, "total_charge": 1, "gap_ev": 10.2324, "relative_energy_kj_mol": 145.9, "species": ["S", "O", "N", "C", "C", "H", "H", "H", "H", "H", "H"], "coordinates": [[1.837, -1.444, -1.228], [-1.081, -1.276, -0.255], [-0.269, -0.192, -0.128], [0.969, -0.258, -0.389], [-0.888, 0.893, 0.626], [-0.266, 1.772, 0.953], [-1.272, 0.483, 1.476], [2.968, -0.821, -1.001], [1.606, 0.550, -0.472], [-1.745, 1.469, 0.074], [-1.857, -1.176, 0.343]], "forces_ev_per_angstrom": [[-0.94, -1.78, -0.02], [0.08, -0.56, -0.40], [-1.23, 1.17, 1.65], [0.53, -1.56, -2.03], [-0.68, 3.98, -2.32], [0.27, -1.41, -0.61], [-1.12, -1.18, 2.44], [0.77, 0.33, -0.06], [0.25, 2.54, 1.22], [1.44, -1.68, 0.47], [0.63, 0.15, -0.34]], "lowdin_charge": [1.012, 0.091, -0.216, -0.426, 0.027, 0.136, 0.066, -0.089, 0.081, 0.160, 0.158]}



Max |F| (computed, eV Å⁻¹): 1.29; 3.92; 8.66; 4.66